DFT (ωB97M-V with the def2-TZVPD basis set) results for a 9-piece molecular cluster, C28H60Cl3N9O24S2 overall.

Last column: Mulliken charge in e.
Geometry (Å):
C (0.29662, 1.16189, 5.60605)  -1.453
C (1.09404, 1.08476, 4.32223)  0.241
O (0.37931, 1.77823, 3.28789)  -0.222
C (1.18377, 2.48412, 2.37748)  -2.393
C (0.25663, 2.78584, 1.16117)  2.232
C (-0.79107, 3.79166, 1.69033)  -1.440
C (-2.25798, 3.48368, 1.32212)  -1.003
C (-3.03826, 2.95132, 2.52629)  -0.591
S (-4.79056, 3.04653, 2.28797)  1.191
O (-5.09447, 2.84304, 0.90139)  -0.622
O (-5.43669, 2.26383, 3.28714)  -0.646
O (-5.09486, 4.57220, 2.62127)  -0.495
N (-0.33443, 1.51282, 0.76565)  0.395
C (0.50278, 0.79010, -0.01484)  -0.429
O (0.41028, -0.40221, -0.22899)  -0.846
C (1.58532, 1.72741, -0.54006)  -0.717
C (1.98701, 1.39340, -1.98402)  -0.919
C (2.91199, 0.16924, -2.05843)  -0.802
C (4.35429, 0.50166, -1.71831)  0.656
O (5.05373, -0.67833, -1.30621)  -0.577
C (1.08641, 3.15817, -0.13018)  1.490
C (2.30142, 4.03197, 0.27660)  -1.189
C (3.14569, 4.71162, -0.81396)  -0.910
C (4.58515, 4.97549, -0.31226)  -1.002
C (5.60739, 3.94721, -0.80184)  -0.372
S (7.24197, 4.59424, -1.02432)  1.114
O (7.25779, 5.49680, -2.12363)  -0.564
O (8.19704, 3.54364, -0.91708)  -0.569
Cl (7.42742, 5.70891, 0.68249)  -0.246
C (0.28882, 3.78166, -1.31998)  -0.994
Cl (-0.92863, 2.63408, -1.99296)  -0.128
C (-0.47103, 5.10971, -1.11569)  1.203
C (0.30755, 6.31545, -0.60269)  -1.675
Cl (-1.14695, 5.64358, -2.70576)  -0.176
H (-0.04336, 2.18982, 5.76217)  0.337
H (0.89744, 0.85225, 6.46035)  0.414
H (-0.59258, 0.53238, 5.53862)  0.311
H (2.09097, 1.51935, 4.44720)  0.252
H (1.19484, 0.04661, 3.98841)  0.002
H (1.54443, 3.41483, 2.83896)  0.390
H (2.06946, 1.90838, 2.09228)  0.648
H (-0.54074, 4.80399, 1.37277)  0.203
H (-0.70504, 3.79817, 2.77830)  1.054
H (-2.74343, 4.40068, 0.97064)  0.663
H (-2.32127, 2.78090, 0.49263)  0.464
H (-2.81507, 3.53395, 3.42094)  0.446
H (-2.86746, 1.88883, 2.71388)  0.084
H (-5.16915, 5.04267, 1.78059)  0.394
H (-0.97679, 1.03384, 1.37679)  0.342
H (2.46414, 1.47369, 0.06395)  -0.132
H (2.49206, 2.24180, -2.45968)  0.275
H (1.10640, 1.18639, -2.59059)  0.532
H (2.85902, -0.24181, -3.06695)  0.384
H (2.56930, -0.60892, -1.37505)  0.215
H (4.37668, 1.23075, -0.90001)  -0.543
H (4.87347, 0.91054, -2.59142)  0.290
H (5.55498, -0.48225, -0.51646)  0.307
H (2.97945, 3.39072, 0.84017)  0.625
H (1.97877, 4.80192, 0.98547)  0.506
H (2.72257, 5.67220, -1.09840)  0.127
H (3.18496, 4.10260, -1.71971)  0.465
H (4.89903, 5.96828, -0.64560)  0.786
H (4.58814, 5.00789, 0.77825)  0.457
H (5.33264, 3.53420, -1.77321)  0.388
H (5.75683, 3.15259, -0.06975)  0.081
H (1.00430, 3.93961, -2.12852)  0.973
H (-1.34698, 4.93472, -0.49908)  -0.425
H (0.76243, 6.14289, 0.37133)  0.325
H (-0.39143, 7.14738, -0.50016)  0.481
H (1.05515, 6.62713, -1.32985)  0.447
C (6.88464, 2.65971, 3.46365)  -0.738
N (5.40503, 2.70636, 3.30681)  0.815
O (4.71553, 2.67243, 4.29728)  -0.527
O (4.98092, 2.78377, 2.16628)  -0.443
H (7.10914, 2.59657, 4.52123)  0.344
H (7.23734, 1.78833, 2.91997)  0.269
H (7.28226, 3.56508, 3.01303)  0.232
C (3.28260, -3.81171, -4.40741)  -0.720
N (3.30291, -2.64229, -5.32666)  0.947
O (3.05728, -2.82249, -6.49914)  -0.558
O (3.55616, -1.56686, -4.82204)  -0.570
H (3.02268, -4.69255, -4.98002)  0.303
H (4.27252, -3.88656, -3.96625)  0.313
H (2.53942, -3.60192, -3.64715)  0.230
C (-5.86681, -0.64686, 1.73740)  -0.575
N (-5.31498, -1.99191, 1.41834)  0.880
O (-5.29232, -2.34498, 0.26001)  -0.529
O (-4.91415, -2.65639, 2.35444)  -0.516
H (-6.17361, -0.17333, 0.81280)  0.325
H (-6.70378, -0.79259, 2.41324)  0.287
H (-5.08651, -0.08166, 2.23493)  0.105
C (-1.61092, -5.30001, -3.98131)  -0.771
N (-0.24801, -4.70909, -3.89871)  0.954
O (0.68286, -5.43936, -3.62334)  -0.542
O (-0.14805, -3.51809, -4.10920)  -0.517
H (-1.54469, -6.35901, -3.77643)  0.303
H (-2.21942, -4.77632, -3.24943)  0.294
H (-1.98008, -5.11571, -4.98522)  0.285
C (-4.28267, -9.89233, -4.16815)  -0.670
N (-3.19754, -8.99768, -4.65603)  0.859
O (-3.36089, -7.79373, -4.57049)  -0.490
O (-2.20947, -9.52461, -5.11374)  -0.539
H (-5.09319, -9.28113, -3.79156)  0.260
H (-4.59745, -10.49348, -5.01588)  0.279
H (-3.85131, -10.52445, -3.39758)  0.313
C (-5.35099, -4.41389, 5.08305)  -0.656
N (-4.94451, -4.48165, 6.51429)  0.886
O (-4.06735, -3.73598, 6.89303)  -0.516
O (-5.52662, -5.28785, 7.21063)  -0.552
H (-4.75562, -3.65944, 4.58580)  0.308
H (-5.18843, -5.39936, 4.65752)  0.278
H (-6.40830, -4.16793, 5.06292)  0.267
C (0.35621, -3.31777, 1.76841)  -0.761
N (0.39592, -2.33635, 2.88434)  0.981
O (-0.63359, -1.77614, 3.19910)  -0.481
O (1.46940, -2.16182, 3.42941)  -0.591
H (-0.65897, -3.35858, 1.39540)  0.295
H (1.04484, -2.96265, 1.01080)  0.231
H (0.68521, -4.27115, 2.17345)  0.315
C (-6.59793, -5.45645, -5.13777)  -0.688
N (-6.53488, -6.94218, -5.17230)  0.902
O (-6.52607, -7.49145, -6.25157)  -0.536
O (-6.48431, -7.51149, -4.10147)  -0.524
H (-6.63261, -5.09587, -6.15834)  0.307
H (-7.48867, -5.18535, -4.57940)  0.286
H (-5.70981, -5.11449, -4.61509)  0.241

Calculated values
- Spin multiplicity: 1
- Electronic energy: -151775.864 eV
- LUMO level: -0.54 eV
- SMILES string: CCOC[C@]1(CCCS(=O)(=O)O)NC(=O)[C@@H](CCCO)[C@@]1(CCCCS(=O)(=O)Cl)[C@@H](Cl)[C@@H](C)Cl.C[N+](=O)[O-].C[N+](=O)[O-].C[N+](=O)[O-].C[N+](=O)[O-].C[N+](=O)[O-].C[N+](=O)[O-].C[N+](=O)[O-].C[N+](=O)[O-]
- Orbital gap: 9.0 eV
- Total charge: 0

DFT (ωB97M-V with the def2-TZVPD basis set) results for a 2-piece molecular cluster, C23H29FN2O4 overall at a distorted geometry.

Last column: Mulliken charge in e.
Geometry (Å):
C (-1.78611, 2.71363, -1.08235)  -1.243
C (-0.73947, 2.16627, -1.96398)  0.510
N (-0.26210, 0.94370, -1.72912)  0.159
F (-1.01390, 0.16103, -0.65151)  -0.056
C (0.74502, 0.37470, -2.39810)  0.565
C (1.27478, -0.94817, -1.99821)  -0.964
C (1.26986, 1.06962, -3.48667)  -0.768
C (0.77476, 2.32336, -3.83986)  1.119
C (1.27815, 3.05682, -5.04966)  -1.428
C (-0.23737, 2.86681, -3.05089)  -0.649
H (-2.07417, 3.69113, -1.47976)  0.387
H (-2.66623, 2.05970, -1.06672)  0.225
H (-1.44525, 2.83521, -0.04606)  0.294
H (1.74426, -1.38655, -2.88757)  0.451
H (2.05501, -0.84754, -1.22980)  -0.026
H (0.48452, -1.60278, -1.61460)  0.184
H (2.05108, 0.59550, -4.07474)  0.474
H (0.72837, 3.99464, -5.17968)  0.336
H (2.34578, 3.30405, -4.98001)  0.337
H (1.14478, 2.46215, -5.96379)  0.344
H (-0.67845, 3.83210, -3.28402)  0.332
C (4.45496, 0.41139, 0.37613)  -0.987
N (4.34007, -0.35151, 1.60888)  0.262
C (5.54217, -1.03480, 2.03231)  -1.152
C (3.08649, -0.65408, 2.12460)  0.144
C (2.62955, -1.99352, 2.18269)  -0.357
C (1.26203, -2.21424, 2.25176)  -0.547
C (0.39366, -1.13710, 2.43505)  -0.102
C (-1.12006, -1.32516, 2.49542)  -1.009
C (-1.80288, -0.88256, 1.27611)  1.519
C (-2.56373, 0.34878, 1.30499)  0.278
O (-2.15215, 1.39967, 1.77571)  -0.697
O (-3.81279, 0.27362, 0.75131)  -0.419
C (-4.34695, -1.07755, 0.70782)  1.623
C (-4.52779, -1.65443, 2.09519)  -1.348
C (-5.69707, -1.02416, 0.00161)  -1.790
O (-3.45302, -1.85603, -0.12747)  -0.379
C (-2.14014, -1.87518, 0.26774)  -0.202
O (-1.35476, -2.65941, -0.22005)  -0.708
C (0.86066, 0.17071, 2.53430)  -0.615
C (2.21222, 0.42506, 2.40475)  -0.668
H (3.49643, 0.89740, 0.16595)  0.267
H (5.24098, 1.17182, 0.47270)  0.329
H (4.71372, -0.24123, -0.47693)  0.279
H (5.38468, -1.46495, 3.02661)  0.352
H (5.82678, -1.83321, 1.32957)  0.339
H (6.35527, -0.29698, 2.08007)  0.323
H (3.33411, -2.82213, 2.04672)  0.387
H (0.83595, -3.21997, 2.13555)  0.289
H (-1.34073, -2.38943, 2.66657)  0.556
H (-1.51628, -0.70139, 3.31469)  0.451
H (-3.59009, -1.72583, 2.65488)  0.158
H (-5.23071, -1.03572, 2.66112)  0.383
H (-4.96926, -2.65223, 2.02290)  0.416
H (-5.59254, -0.63099, -1.01447)  0.412
H (-6.11264, -2.03680, -0.04019)  0.384
H (-6.37491, -0.38716, 0.57772)  0.391
H (0.13021, 0.97435, 2.67749)  0.380
H (2.60521, 1.43957, 2.47729)  0.476

Calculated values
- Spin multiplicity: 1
- Electronic energy: -38205.257 eV
- LUMO level: -0.59 eV
- Relative energy (zero: lowest compared OMol25 entry of this formula, charge and spin): 138.8 kcal per mole
- Orbital gap: 5.8 eV
- Total charge: 0

DFT (ωB97M-V with the def2-TZVPD basis set) results for one molecule with the formula CCl3F3Si at a distorted geometry.

Last column: Mulliken charge in e.
Geometry (Å):
C (0.45431, -0.78336, -0.13584)  0.218
F (-1.23981, 1.28245, -1.14783)  -0.242
F (0.65420, 1.90842, 0.71388)  -0.226
F (-1.58279, 0.72716, 1.23638)  -0.219
Si (-0.43041, 0.90581, 0.17866)  0.845
Cl (1.23125, -1.47797, 1.27702)  -0.116
Cl (-0.73350, -2.02961, -0.71760)  -0.136
Cl (1.64675, -0.53289, -1.40468)  -0.125

Calculated values
- Spin multiplicity: 1
- Electronic energy: -54639.934 eV
- LUMO level: 0.48 eV
- Relative energy (zero: lowest compared OMol25 entry of this formula, charge and spin): 0.0 kcal per mole
- SMILES string: F[Si](F)(F)C(Cl)(Cl)Cl
- Orbital gap: 11.8 eV
- Total charge: 0

DFT (ωB97M-V with the def2-TZVPD basis set) results for C43H53BN12O3Y as an isolated structure.

Last column: Mulliken charge in e.
Geometry (Å):
Y (0.26113, 0.12430, -1.01362)  0.477
O (-2.49677, 3.71325, -0.72883)  -0.780
C (-1.53901, 2.94816, -0.79207)  -0.238
N (-1.52232, 1.60898, -0.62121)  0.622
C (-2.77874, 0.99634, -0.40261)  -0.007
C (-3.82331, 1.58274, 0.31311)  -0.719
C (-5.04901, 0.94456, 0.44946)  -1.283
C (-5.23883, -0.29916, -0.12574)  -0.658
C (-4.19724, -0.92390, -0.80344)  -1.080
C (-2.94840, -0.30399, -0.93303)  0.358
N (-1.80543, -0.86892, -1.55365)  0.466
C (-1.89849, -2.04771, -2.19885)  0.170
O (-2.85209, -2.81302, -2.31274)  -0.771
C (-0.61589, -2.46049, -2.89865)  0.198
C (-0.68049, -3.39080, -3.92743)  -0.762
C (0.49600, -3.75142, -4.55584)  -0.981
C (1.69465, -3.20162, -4.11701)  -0.988
C (1.66672, -2.28654, -3.08347)  -0.733
N (0.52334, -1.90107, -2.49923)  1.961
C (-0.20756, 3.57366, -1.12956)  0.237
C (-0.17874, 4.94630, -1.34051)  -0.426
C (1.02078, 5.54605, -1.67105)  -0.939
C (2.14747, 4.74975, -1.77657)  -1.117
C (2.02655, 3.38974, -1.55680)  -0.664
N (0.87068, 2.79225, -1.23682)  1.418
H (-3.68294, 2.56508, 0.73256)  0.530
H (-5.85459, 1.44133, 0.97629)  0.443
H (-6.20492, -0.78845, -0.07665)  0.490
H (-4.35302, -1.88632, -1.25919)  0.542
H (-1.64281, -3.80448, -4.18981)  0.622
H (0.48557, -4.46277, -5.37156)  0.448
H (2.64000, -3.47361, -4.56519)  0.565
H (2.57675, -1.85817, -2.68679)  0.326
H (-1.10530, 5.49159, -1.24364)  0.613
H (1.07592, 6.61284, -1.84570)  0.448
H (3.11461, 5.16175, -2.03012)  0.574
H (2.89564, 2.75821, -1.64966)  0.354
C (-0.34592, -3.81671, 0.29481)  -0.988
C (1.14941, -3.84475, -0.00530)  2.108
C (1.74678, -5.18783, 0.40960)  -2.077
C (1.90208, -2.69796, 0.62266)  0.023
C (2.65948, -2.74115, 1.80329)  -1.670
C (3.28308, -1.51555, 1.86375)  -0.819
N (2.90465, -0.79305, 0.80105)  0.480
N (2.03623, -1.50555, 0.03117)  0.199
B (3.62616, 0.46461, 0.28588)  -0.279
N (3.03960, 1.75887, 0.95834)  0.462
C (3.69285, 2.92043, 1.10775)  -0.741
C (2.88308, 3.81772, 1.76915)  -1.002
C (1.70002, 3.11246, 2.03104)  0.255
N (1.82931, 1.87790, 1.54706)  0.415
C (0.45694, 3.57111, 2.73976)  1.772
C (0.19999, 5.05382, 2.48617)  -1.652
C (0.56071, 3.28858, 4.24147)  -1.691
N (3.58869, 0.52265, -1.26186)  -0.320
C (4.68066, 0.57040, -2.04401)  -0.607
C (4.28394, 0.67864, -3.35731)  -1.799
C (2.88231, 0.68607, -3.30748)  -0.265
N (2.47439, 0.56728, -2.04420)  1.663
C (1.94648, 0.87602, -4.47411)  0.794
C (0.47450, 0.96302, -4.08377)  -0.736
C (2.34785, 2.13619, -5.24904)  -1.594
H (-0.89449, -4.47607, -0.38119)  0.418
H (-0.51507, -4.17251, 1.31513)  0.537
H (-0.77506, -2.81698, 0.21914)  -0.429
H (1.27995, -3.75767, -1.08437)  -0.439
H (1.63235, -5.36246, 1.48196)  0.366
H (1.23051, -5.99726, -0.10824)  0.439
H (2.80817, -5.25331, 0.16994)  0.461
H (2.78942, -3.56676, 2.48005)  0.484
H (4.00485, -1.12470, 2.56254)  0.656
H (4.78545, 0.42169, 0.58735)  -0.142
H (4.69781, 3.02757, 0.73151)  0.563
H (3.11284, 4.83690, 2.02553)  0.493
H (-0.38290, 2.99979, 2.33366)  -0.395
H (0.99349, 5.66891, 2.91609)  0.368
H (0.13254, 5.27768, 1.42163)  0.257
H (-0.73710, 5.35522, 2.95520)  0.419
H (1.39829, 3.84015, 4.67323)  0.391
H (-0.35044, 3.61340, 4.74686)  0.432
H (0.71071, 2.22749, 4.43682)  0.315
H (5.66283, 0.53966, -1.60273)  0.601
H (4.91285, 0.75340, -4.22696)  0.597
H (2.07852, 0.01699, -5.14116)  0.495
H (0.32293, 1.73140, -3.31959)  0.022
H (-0.12795, 1.26544, -4.93969)  0.751
H (0.07265, 0.00860, -3.74446)  -0.178
H (2.20993, 3.02629, -4.63047)  0.290
H (3.38872, 2.10695, -5.56860)  0.403
H (1.72403, 2.24126, -6.13716)  0.446
C (-3.76278, -0.79957, 3.78851)  -1.100
C (-2.85062, -0.68176, 2.55395)  1.676
N (-2.16510, -1.94655, 2.30981)  0.509
C (-1.54584, -2.41347, 3.54253)  -0.313
C (-2.64256, -2.85961, 4.53750)  -0.899
N (-3.94062, -2.27390, 4.04257)  0.110
C (-4.35558, -2.95446, 2.76115)  -1.128
C (-3.12335, -2.94055, 1.83732)  -0.036
H (-4.75123, -0.37220, 3.62501)  0.415
H (-3.33106, -0.38024, 4.69693)  0.277
H (-2.11935, 0.10809, 2.70218)  -0.018
H (-3.44330, -0.44169, 1.67708)  -1.442
H (-0.95111, -1.59850, 3.95388)  0.232
H (-0.87335, -3.24451, 3.33629)  0.321
H (-2.48487, -2.49418, 5.55087)  0.369
H (-2.78479, -3.93925, 4.56772)  0.330
H (-4.66120, -2.41064, 4.74651)  0.315
H (-5.18462, -2.37373, 2.35742)  0.388
H (-4.70093, -3.95527, 3.01557)  0.380
H (-3.43407, -2.70148, 0.82144)  -0.361
H (-2.63498, -3.91447, 1.82355)  0.788
O (0.17712, 0.40610, 2.61179)  -0.576
C (0.57511, 0.56314, 1.52810)  0.499

Calculated values
- Spin multiplicity: 1
- Electronic energy: -71196.442 eV
- LUMO level: -2.31 eV
- Relative energy (zero: lowest compared OMol25 entry of this formula, charge and spin): 0.0 kcal per mole
- Orbital gap: 7.1 eV
- Total charge: +1

Q: orbital gap of number 3 (CCl3F3Si)?
A: 11.8 eV

Q: Number 4 is which compound?
A: C43H53BN12O3Y